# C19H16O6S

The molecule C19H16O6S (the ωB97M-V functional and the def2-TZVPD basis, OMol25).

The calculation puts the energy above the lowest of the compared OMol25 structures with the same formula, charge and spin at 0.0 kJ/mol. The value obtained for the total energy is -43082.1939 eV. Its highest occupied orbital energy is -9.16 eV. Its SMILES is COc1cccc2cc(C(=O)CS(=O)(=O)c3ccc(C)cc3)c(=O)oc12. The value obtained for the HOMO-LUMO gap is 8.38 eV. The net charge is 0.

Atoms and positions in Å:
C  4.3055  0.6419  0.8018
H  4.9712  -0.1919  1.0430
O  2.9507  0.2795  0.9438
C  2.4747  -0.7442  0.1988
C  3.1940  -1.4591  -0.7457
C  2.6021  -2.4978  -1.4626
C  1.2901  -2.8414  -1.2543
C  0.5332  -2.1378  -0.3070
C  1.1240  -1.0945  0.4160
O  0.4388  -0.3911  1.3452
C  -0.8785  -0.5931  1.6017
O  -1.3990  0.1020  2.4421
C  -1.5415  -1.6593  0.8463
C  -0.8409  -2.4118  -0.0363
H  -1.3419  -3.2069  -0.5700
C  -2.9933  -1.9510  1.0359
O  -3.4115  -3.0820  1.0291
C  -3.8650  -0.7449  1.1205
H  -4.9072  -1.0107  1.2783
H  -3.5109  -0.0230  1.8502
S  -3.7711  0.0695  -0.5355
O  -4.8956  0.9567  -0.6343
O  -3.6266  -0.9562  -1.5322
C  -2.2592  1.0304  -0.4986
C  -1.2123  0.6677  -1.3233
C  -0.0230  1.3714  -1.2569
C  0.1242  2.4284  -0.3644
C  -0.9564  2.7934  0.4341
C  -2.1509  2.1010  0.3677
H  -2.9944  2.3779  0.9795
H  -0.8545  3.6193  1.1214
C  1.4332  3.1397  -0.2355
H  2.0066  3.0750  -1.1571
H  2.0099  2.6723  0.5624
H  1.2857  4.1857  0.0211
H  0.8013  1.0885  -1.8960
H  -1.3484  -0.1606  -2.0012
H  0.8259  -3.6430  -1.8057
H  3.1940  -3.0318  -2.1896
H  4.2270  -1.2186  -0.9380
H  4.4691  1.4484  1.5144
H  4.5207  1.0019  -0.2091